Record 1
C21H46InNOP3S | wB97M-V/def2-TZVPD

```
! RIJCOSX wB97M-V def2-TZVPD def2/J DEFGRID3
* xyz 3 1
In -0.3161 -0.8518 0.5500
S -0.1633 2.8397 -3.1425
P -1.5350 -2.9386 -0.4165
P 1.9653 -2.0160 0.9229
P -1.8331 0.9891 -0.1756
O -1.1401 -1.2270 2.6296
N -1.2597 -1.0892 4.8349
C -1.1213 -4.4742 0.4826
C -2.3806 -2.0108 4.7386
C -2.2780 0.6046 -1.9058
C 3.3953 -0.9514 1.2574
C -0.9466 2.5615 0.0110
C 0.1235 3.7300 -5.7561
C 3.2539 2.0529 -1.1975
C 0.4922 0.2339 3.6878
C -0.6669 -0.7076 3.7073
C 1.7638 5.4240 -6.3613
C -3.4123 1.1632 0.6874
C 2.5042 -3.0938 -0.4398
C -3.3573 -2.8483 -0.3877
C -1.0865 -3.2784 -2.1559
C 1.3225 4.9350 -4.0235
C 1.8796 -3.1315 2.3654
C -0.8573 -0.6074 6.1535
C 3.2724 2.5929 0.0344
C 0.4593 3.8848 -4.3942
C 1.9899 5.6781 -5.0029
C 0.7942 4.4777 -6.7339
H -1.3871 0.4867 -2.5387
H -3.2446 1.4902 1.7207
H 0.3374 1.0222 2.9347
H -4.0178 1.9165 0.1613
H -2.8441 -0.3392 -1.9307
H -2.7497 -2.1859 5.7520
H -1.4624 3.3397 -0.5745
H 0.1815 -0.8893 6.3764
H -1.8256 -5.2663 0.1869
H -3.9524 0.2088 0.6983
H 4.3030 -1.5303 1.0312
H 2.7052 6.4417 -4.6971
H 2.7120 -2.4760 -1.3244
H 0.0965 2.4807 -0.3303
H -3.6976 -2.5528 0.6146
H 2.3362 5.9516 -7.1238
H 3.9592 2.2211 0.8126
H -0.9353 2.8536 1.0728
H -0.6298 2.9851 -6.0254
H 0.6165 0.7181 4.6634
H 1.4955 5.1090 -2.9649
H -1.6488 -4.1477 -2.5266
H -2.9045 1.4174 -2.3048
H -1.3278 -2.4042 -2.7776
H -0.0094 -3.4838 -2.2377
H 1.4286 -0.2953 3.4558
H -3.1917 -1.5939 4.1225
H 2.7346 -3.8212 2.3134
H 0.9103 2.0270 -2.8551
H 0.9443 -3.7095 2.3584
H 3.4257 -3.6127 -0.1302
H 0.5734 4.3047 -7.7890
H -1.2163 -4.3086 1.5654
H -2.0748 -2.9693 4.2935
H -0.0962 -4.8064 0.2623
H 1.9331 -2.5507 3.2965
H -3.7356 -2.1209 -1.1181
H 3.8703 1.1805 -1.4603
H 3.4060 -0.6692 2.3192
H -0.9383 0.4860 6.2102
H 2.6371 3.4562 0.2914
H -3.7736 -3.8387 -0.6217
H -1.5250 -1.0619 6.8889
H 1.7349 -3.8354 -0.6983
H 3.3723 -0.0395 0.6429
H 2.6127 2.4703 -1.9858
*
```

* E_HOMO: -14.90 eV
* ΔE to the lowest compared entry with this formula, charge and spin: 0.00 kcal per mole


Record 2
C3H6ClP | wB97M-V/def2-TZVPD

```
! RIJCOSX wB97M-V def2-TZVPD def2/J DEFGRID3
* xyz 0 1
Cl 1.8725 -0.6993 -0.9642
P 0.9517 -1.0170 1.8393
C 0.7129 -0.6667 0.2187
C -0.6509 -0.2672 -0.3003
C -0.6625 1.1927 -0.4831
H -1.6832 1.4248 -0.3743
H -0.2582 1.7815 0.3205
H 2.2205 -1.6280 1.8165
H -0.7297 -1.0771 -1.0869
H -1.3921 -0.4977 0.4569
H -0.3809 1.4540 -1.4430
*
```

* E_HOMO: -8.88 eV
* ΔE to the lowest compared entry with this formula, charge and spin: 26.42 kcal per mole


Record 3
C57H90Br2N5O5PSi2Sn | wB97M-V/def2-TZVPD

```
! RIJCOSX wB97M-V def2-TZVPD def2/J DEFGRID3
* xyz 0 1
Sn -0.6639 -0.3187 0.7754
Br 0.5036 3.1152 -0.4096
Br -0.6029 1.6313 -8.1691
P 0.2621 -3.8693 -0.3121
Si 0.6525 5.0173 -1.6236
Si -2.6375 -1.1273 2.5954
O -2.1429 -0.0424 -3.2504
O -4.0116 2.1285 -0.7509
O -0.2273 -2.5047 0.0407
O -0.3016 -0.1949 -1.9882
O -2.3346 1.3875 0.4601
N -3.4640 -0.1010 -0.8492
N -2.4736 -1.0513 -0.5380
N -1.0061 -4.7793 -0.8415
N 0.9541 -4.5995 0.9809
N 1.4269 -3.9505 -1.4754
C 1.3988 2.8591 3.7661
C 3.2884 -2.5238 2.6313
C 3.4469 -3.6422 -2.5703
C -0.8301 -6.2134 -1.1243
C 1.8541 -5.7631 0.9579
C -0.0311 0.3664 -4.2648
C -2.1792 4.5979 -1.8755
C 0.5862 0.6529 5.4617
C 2.2952 5.8837 -3.7966
C -3.2842 -2.9121 2.4544
C -0.8377 4.0279 -3.8461
C 2.8841 1.2604 2.5061
C 1.5735 0.9722 -6.4616
C 2.2589 4.8500 -2.6589
C -0.9470 5.0305 -2.6871
C -3.0809 0.8338 4.5604
C -4.2428 -3.1924 1.4717
C -0.6178 0.7566 -5.4633
C -4.9964 1.8743 -1.7593
C 0.7245 6.4326 -0.3215
C -1.2119 6.4254 -3.2767
C -2.9117 0.6338 6.9503
C 2.1491 0.5740 -5.2633
C -4.2642 -5.5301 2.0354
C 3.5009 5.0562 -1.7795
C 0.1647 -4.5758 2.2330
C 1.3495 -2.0586 4.7817
C -3.1560 1.4054 5.8219
C 0.8454 -5.6221 3.1084
C 1.0265 -3.6680 -2.8745
C -2.5188 -1.2718 5.5338
C 2.7456 -3.3415 -1.2553
C -4.7185 -4.4789 1.2514
C -3.2244 1.1464 -0.3390
C 2.3915 3.4491 -3.2750
C 4.2006 -0.2606 1.0047
C -2.5974 -0.7087 6.8012
C 1.1543 7.7633 -0.9603
C 3.2737 -0.0403 2.1783
C -2.8408 -3.9931 3.2231
C -0.6528 6.6342 0.3282
C 1.6950 6.1191 0.8296
C 1.4788 0.3941 4.2747
C -0.9028 0.0260 -3.0710
C -3.3305 -5.2779 3.0314
C 1.9406 1.4716 3.5144
C -2.1109 -6.5967 -1.8619
C -2.7589 -0.5178 4.3839
C -2.4614 -5.3205 -2.6229
C 2.3506 -3.3679 -3.6053
C -2.1406 -4.2305 -1.6060
C 3.5053 2.4392 1.7939
C 1.3514 0.2855 -4.1655
C 1.8880 -0.9064 3.9660
C 1.3379 -6.6482 2.0887
C 2.7912 -1.1246 2.9196
C 0.1923 1.0654 -6.5400
H 2.1937 6.9104 -3.4412
H 3.5351 -3.0485 3.5559
H 4.1925 -2.5122 2.0273
H 4.3390 -3.0361 -2.7230
H 1.5164 5.7049 -4.5387
H 2.5421 -3.1204 2.0984
H -1.8205 -5.2172 -3.5015
H 2.4637 -3.9687 -4.5064
H -3.4063 2.4543 5.9248
H 2.8786 -5.4411 1.1773
H 0.3543 -2.8054 -2.9305
H -0.5611 7.3832 1.1221
H 0.4990 -7.2563 1.7408
H 0.8633 1.5814 5.9606
H 2.1845 1.2135 -7.3205
H 1.8587 -6.2470 -0.0180
H -0.4626 0.7354 5.1785
H -1.7988 3.9910 -4.3708
H 0.5146 -4.5387 -3.2872
H -2.9118 -1.9205 -0.2455
H 2.6550 -2.2582 -1.1023
H 2.3709 -2.3213 -3.9083
H 3.4974 4.4009 -0.9054
H 2.0300 3.4368 4.4492
H 3.7383 -4.6945 -2.5871
H -2.8978 -6.8282 -1.1407
H -3.6921 -0.1083 -1.8363
H 0.2706 -1.9645 4.9229
H 2.1060 -7.3166 2.4756
H -2.0796 -3.8438 3.9814
H -2.4110 -1.3219 7.6746
H -4.6436 -6.5325 1.8816
H -3.0584 4.6577 -2.5279
H 3.4482 3.3409 2.4003
H -0.0811 4.3038 -4.5807
H 2.1776 7.7281 -1.3354
H 3.9453 -1.1731 0.4680
H -5.4620 -4.6559 0.4831
H -0.7050 -6.7782 -0.1986
H -2.9693 1.0753 7.9372
H -0.3712 6.8023 -3.8622
H 1.6970 -5.1814 3.6328
H -1.0232 5.7133 0.7836
H 4.1298 0.5562 0.2892
H 3.2368 -3.7729 -0.3842
H -1.4452 7.1633 -2.5083
H 1.1154 8.5526 -0.2016
H 3.6070 6.0860 -1.4394
H 0.1613 -3.5757 2.6684
H 0.5034 8.0674 -1.7817
H 5.2485 -0.3429 1.3109
H -1.8843 -3.2808 -2.0754
H -2.0767 6.3696 -3.9467
H -3.4978 -5.2829 -2.9554
H -4.6585 -2.3744 0.8882
H 1.7781 0.0077 -3.2100
H -4.5130 1.6331 -2.7083
H -1.8759 -1.1718 -1.3592
H 4.5584 2.2586 1.5791
H 2.7305 6.0372 0.5089
H 3.2275 0.5080 -5.1870
H -2.0884 3.5684 -1.5312
H -2.2735 -2.3240 5.4576
H -3.8076 -0.4039 1.9988
H -5.5505 2.8012 -1.8624
H -2.9756 -6.0885 3.6574
H -1.9716 -7.4644 -2.5051
H 0.0528 -6.3837 -1.7520
H 0.6578 -0.1423 6.2003
H 1.6410 6.9345 1.5593
H 2.4127 2.6720 -2.5096
H 1.4260 5.1956 1.3427
H -1.4017 6.9975 -0.3748
H -0.6222 3.0184 -3.4892
H 1.8004 -2.0925 5.7783
H 1.3211 3.4178 2.8341
H 0.4002 2.8186 4.1974
H -5.6703 1.0753 -1.4503
H -0.8740 -4.8539 2.0287
H -2.9951 -4.0743 -0.9381
H 2.9985 2.6450 0.8478
H 4.3922 4.8148 -2.3686
H 3.2578 5.8103 -4.3143
H -1.6951 0.8144 -5.5272
H 0.1661 -6.0376 3.8521
H 1.5918 3.2052 -3.9705
H -2.3726 5.2214 -1.0056
H 1.5375 -3.0181 4.3083
H -3.2822 1.4506 3.6898
H 3.3348 3.3995 -3.8311
*
```

* E_HOMO: -6.65 eV
* ΔE to the lowest compared entry with this formula, charge and spin: 4.46 kcal per mole


| no. | F_max (Eh/bohr) | gap between HOMO and LUMO (Ha) |
| --- | --- | --- |
| 1 | 0.03774 | 0.191 |
| 2 | 0.06591 | 0.332 |
| 3 | 0.01220 | 0.262 |